<i>
Computed, not measured: a cluster of 2 separate species, C3H10N2O in total, with ωB97M-V/def2-TZVPD.

Element x y z (Å)
C (0.36, 0.37, 1.36)
N (-0.25, -0.79, 0.76)
C (-1.48, -0.42, -0.04)
O (-0.61, -1.73, 1.74)
H (1.28, 0.05, 1.86)
H (-0.31, 0.87, 2.09)
H (0.63, 1.06, 0.57)
H (-1.95, -1.36, -0.33)
H (-2.17, 0.14, 0.61)
H (-1.30, 0.21, -0.91)
H (-1.17, -1.30, 2.40)
C (1.32, 0.19, -1.98)
N (1.25, 1.38, -1.61)
H (1.75, -0.16, -2.93)
H (1.09, -0.61, -1.28)
H (1.55, 2.08, -2.30)

Computed properties:
Total charge = 0
SMILES = CN(C)O.C=N

---

<ii>
Computed, not measured: a cluster of 2 separate species, C3H10N2O in total, with ωB97M-V/def2-TZVPD.

Element x y z (Å)
H (-2.64, -1.39, -1.03)
N (-1.79, -1.67, -1.52)
C (-0.90, -1.05, -0.83)
N (0.33, -1.52, -0.48)
C (0.96, -0.73, 0.61)
C (1.51, 0.58, 0.02)
H (-0.90, 0.03, -0.59)
H (0.51, -2.56, -0.63)
H (1.77, -1.31, 1.02)
H (0.27, -0.47, 1.46)
H (1.47, 0.52, -1.14)
H (2.55, 0.72, 0.43)
H (1.01, 1.50, 0.44)
O (-1.74, 2.41, 0.59)
H (-1.02, 2.81, 0.18)
H (-1.40, 2.12, 1.48)

Computed properties:
Total charge = 0
SMILES = [H]/N=C/NCC.O

---

<iii>
Computed, not measured: a cluster of 2 separate species, C3H10N2O in total, with ωB97M-V/def2-TZVPD.

Element x y z (Å)
C (-0.49, -1.10, -1.05)
C (0.27, 0.15, -1.42)
N (0.85, 0.13, -2.69)
C (0.49, 1.17, -0.60)
N (0.30, 1.25, 0.80)
H (0.13, -1.97, -1.23)
H (-1.41, -1.15, -1.62)
H (-0.71, -1.06, 0.01)
H (1.71, 0.60, -2.90)
H (0.75, -0.72, -3.23)
H (0.95, 2.04, -1.07)
H (0.21, 2.20, 1.12)
H (-0.56, 0.78, 1.07)
O (-1.17, -1.16, 3.97)
H (-1.14, -1.67, 3.16)
H (-0.36, -0.63, 3.97)

Computed properties:
Total charge = 0
SMILES = C/C(N)=C\N.O

---

<iv>
Computed, not measured: a cluster of 2 separate species, C3H10N2O in total, with ωB97M-V/def2-TZVPD.

Element x y z (Å)
C (0.86, 1.13, 1.43)
N (0.52, -0.07, 0.68)
C (0.26, -1.10, 1.37)
N (-0.01, -2.30, 0.80)
H (0.97, 1.97, 0.74)
H (1.81, 1.02, 1.96)
H (0.09, 1.41, 2.16)
H (0.26, -1.08, 2.46)
H (-0.12, -2.34, -0.20)
H (-0.46, -3.02, 1.34)
C (-0.64, 0.88, -2.44)
O (-1.42, 0.28, -1.43)
H (-1.17, 1.73, -2.87)
H (0.32, 1.22, -2.06)
H (-0.44, 0.18, -3.26)
H (-0.84, 0.09, -0.68)

Computed properties:
Total charge = 0
SMILES = C/N=C/N.CO

---

Which of them is the most stable, and which is the least stable? <iv> and <i>, in that order.

---

<i>
Computed, not measured: a cluster of 2 separate species, C3H10N2O in total, with ωB97M-V/def2-TZVPD.

Element x y z (Å)
C (0.96, 0.35, 1.92)
C (0.66, -0.29, 0.58)
N (-0.46, -1.12, 0.65)
C (1.10, 0.21, -0.58)
N (0.88, -0.34, -1.88)
H (0.11, 0.97, 2.21)
H (1.05, -0.40, 2.71)
H (1.81, 0.99, 1.71)
H (-0.81, -1.62, -0.15)
H (-0.61, -1.65, 1.48)
H (1.60, 1.18, -0.48)
H (1.53, -1.07, -2.12)
H (-0.06, -0.67, -2.05)
O (-2.62, 0.86, -1.57)
H (-3.31, 1.23, -1.01)
H (-1.83, 1.38, -1.42)

Computed properties:
Total charge = 0
SMILES = C/C(N)=C/N.O

---

<ii>
Computed, not measured: a cluster of 2 separate species, C3H10N2O in total, with ωB97M-V/def2-TZVPD.

Element x y z (Å)
C (-1.56, -0.64, 0.42)
C (-0.39, 0.01, -0.27)
N (-0.67, 0.37, -1.71)
C (0.47, 0.78, 0.42)
N (1.16, 1.88, -0.12)
H (-1.98, -1.43, -0.10)
H (-1.17, -0.99, 1.38)
H (-2.42, -0.03, 0.65)
H (-0.84, 1.37, -1.92)
H (-1.21, -0.34, -2.13)
H (0.71, 0.67, 1.45)
H (1.13, 2.10, -1.07)
H (2.09, 1.94, 0.32)
O (1.32, -2.00, 1.24)
H (1.13, -2.00, 0.29)
H (2.22, -1.69, 1.15)

Computed properties:
Total charge = 0
SMILES = C/C(N)=C/N.O

---

<iii>
Computed, not measured: a cluster of 2 separate species, C3H10N2O in total, with ωB97M-V/def2-TZVPD.

Element x y z (Å)
H (-0.24, -1.19, -1.34)
N (-0.38, -0.18, -1.30)
C (-1.20, 0.14, -0.31)
C (-1.79, 1.52, -0.24)
O (-2.01, -0.83, 0.24)
H (-0.98, 2.25, -0.33)
H (-2.29, 1.67, 0.72)
H (-2.50, 1.68, -1.05)
H (-2.30, -1.47, -0.43)
C (2.38, -0.93, 0.71)
N (1.44, 0.15, 0.59)
H (3.39, -0.56, 0.94)
H (2.45, -1.51, -0.22)
H (2.10, -1.61, 1.52)
H (1.67, 0.73, -0.23)
H (0.25, 0.14, 0.71)

Computed properties:
Total charge = 0
SMILES = [H]/N=C(/C)O.CN

---

Which of them is the most stable, and which is the least stable? <i> and <iii>, in that order.

---

<i>
Computed, not measured: a cluster of 2 separate species, C3H10N2O in total, with ωB97M-V/def2-TZVPD.

Element x y z (Å)
C (-2.39, -0.04, 1.99)
C (-1.12, 1.09, 1.94)
N (0.07, 0.36, 2.03)
C (0.78, 0.07, 0.96)
N (0.63, 0.66, -0.27)
H (-2.29, -0.60, 2.92)
H (-2.19, -0.86, 1.36)
H (-3.42, 0.43, 2.10)
H (-1.13, 1.78, 2.66)
H (-1.37, 1.78, 1.02)
H (1.61, -0.60, 1.07)
H (-0.07, 1.33, -0.49)
H (1.08, 0.26, -1.06)
O (3.20, -1.65, -5.19)
H (3.27, -1.45, -6.09)
H (3.35, -2.53, -4.95)

Computed properties:
Total charge = 0
SMILES = CC/N=C\N.O

---

<ii>
Computed, not measured: a cluster of 2 separate species, C3H10N2O in total, with ωB97M-V/def2-TZVPD.

Element x y z (Å)
C (-1.38, 0.27, -1.91)
C (-0.85, -0.53, -0.99)
N (-1.55, -1.09, 0.07)
H (-2.45, 0.15, -2.07)
H (-0.93, 1.13, -2.39)
H (0.21, -0.74, -0.98)
H (-2.49, -1.42, -0.12)
H (-1.07, -1.48, 0.86)
N (0.51, 0.84, 1.37)
C (1.74, 0.58, 0.73)
O (2.04, -0.78, 0.54)
H (-0.35, 0.34, 1.26)
H (0.22, 1.80, 1.42)
H (1.71, 0.98, -0.31)
H (2.62, 1.14, 1.09)
H (2.02, -1.20, 1.42)

Computed properties:
Total charge = 0
SMILES = C=CN.NCO

---

<iii>
Computed, not measured: a structure of composition C3H10N2O, with ωB97M-V/def2-TZVPD.

Element x y z (Å)
C (0.70, 0.11, -0.51)
N (1.02, 1.33, 0.19)
N (1.70, -0.92, -0.41)
H (1.89, 1.73, -0.17)
H (1.15, 1.14, 1.18)
H (1.51, -1.65, -1.10)
H (1.65, -1.36, 0.51)
H (0.61, 0.37, -1.57)
H (0.14, -0.74, 2.24)
C (-1.83, 0.60, -0.48)
C (-0.78, -0.39, -0.05)
O (-0.98, -1.59, -0.05)
H (-0.55, -1.18, 2.14)
H (-1.88, 0.64, -1.57)
H (-1.53, 1.60, -0.19)
H (-2.82, 0.31, -0.15)

Computed properties:
Total charge = 0

---

Which of them is the most stable, and which is the least stable? <i> and <ii>, in that order.

---

<i>
Computed, not measured: a cluster of 2 separate species, C3H7NO3 in total, with ωB97M-V/def2-TZVPD.

Element x y z (Å)
O (0.98, -1.91, -1.58)
C (0.92, -0.84, -1.04)
C (0.98, -0.65, 0.45)
N (-0.13, 0.12, 0.96)
C (0.05, 1.43, 1.33)
O (1.08, 2.06, 1.32)
H (0.83, 0.10, -1.62)
H (1.86, -0.05, 0.69)
H (1.18, -1.58, 0.98)
H (-1.04, 0.00, 0.54)
H (-0.91, 1.91, 1.55)
O (-2.89, -0.13, -1.01)
H (-3.25, -1.03, -1.04)
H (-2.90, 0.16, -1.93)

Computed properties:
Total charge = 0
SMILES = O=CCNC=O.O

---

<ii>
Computed, not measured: a structure of composition C3H7NO3, with ωB97M-V/def2-TZVPD.

Element x y z (Å)
C (-1.26, 0.86, -0.44)
N (0.17, -1.02, 0.20)
C (0.46, 0.18, -0.27)
C (1.37, 0.87, -0.94)
O (1.82, -1.60, 0.30)
O (-0.42, -1.10, 1.45)
O (-2.38, 0.13, -0.10)
H (-0.58, -2.06, 1.52)
H (2.08, -1.29, 1.18)
H (-2.29, -0.14, 0.83)
H (-1.35, 1.16, -1.48)
H (-1.11, 1.73, 0.21)
H (2.35, 0.45, -1.12)
H (1.15, 1.85, -1.33)

Computed properties:
Total charge = 0

---

<iii>
Computed, not measured: a cluster of 2 separate species, C3H7NO3 in total, with ωB97M-V/def2-TZVPD.

Element x y z (Å)
O (-1.27, 0.87, -1.02)
C (-1.44, -0.38, -0.35)
N (-1.76, -0.25, 1.10)
O (-2.76, -0.62, 0.13)
H (-2.02, 1.02, -1.62)
H (-0.92, -1.25, -0.72)
H (-2.01, 0.73, 1.27)
C (1.94, 0.30, -0.36)
C (1.42, -0.43, 0.84)
O (1.62, -1.63, 1.03)
H (1.39, 1.24, -0.48)
H (3.00, 0.52, -0.22)
H (1.79, -0.32, -1.25)
H (1.04, 0.21, 1.66)

Computed properties:
Total charge = 0
SMILES = O[C@H]1NO1.CC=O

---

Which of them is the most stable, and which is the least stable? <i> and <ii>, in that order.

---

<i>
Computed, not measured: the molecule C3H7NO3, with ωB97M-V/def2-TZVPD.

Element x y z (Å)
C (-0.17, -0.33, -1.50)
C (-0.13, 0.36, -0.07)
O (-1.66, 0.10, 0.54)
C (0.71, -0.25, 1.12)
O (1.46, -1.45, 0.79)
N (0.18, 1.68, -0.20)
O (-0.64, 2.57, 0.00)
H (0.79, -0.32, -2.09)
H (-0.93, 0.21, -2.16)
H (-0.73, -1.28, -1.33)
H (-2.19, 0.43, -0.24)
H (0.00, -0.59, 1.88)
H (1.39, 0.52, 1.59)
H (1.91, -1.66, 1.65)

Computed properties:
Total charge = 0
SMILES = C[C@@](O)(CO)N=O

---

<ii>
Computed, not measured: the molecule C3H7NO3, with ωB97M-V/def2-TZVPD.

Element x y z (Å)
C (0.59, -0.76, -2.07)
C (0.70, -0.29, -0.66)
O (1.62, -0.33, 0.10)
O (-0.47, 0.88, -0.54)
N (-1.20, 0.50, 0.55)
C (-0.64, 1.10, 1.76)
O (-0.74, -1.10, 0.61)
H (0.94, -1.79, -2.12)
H (1.24, -0.12, -2.68)
H (-0.43, -0.69, -2.43)
H (0.43, 0.92, 1.89)
H (-1.20, 0.75, 2.63)
H (-0.79, 2.18, 1.66)
H (-0.05, -1.24, 1.28)

Computed properties:
Total charge = 0
SMILES = CC(=O)ON(C)O

---

<iii>
Computed, not measured: a cluster of 2 separate species, C3H7NO3 in total, with ωB97M-V/def2-TZVPD.

Element x y z (Å)
C (-0.01, -2.34, 0.76)
C (0.07, -1.29, -0.35)
O (0.19, -1.54, -1.53)
N (0.12, 0.00, 0.13)
C (-0.72, 0.45, 1.24)
O (-0.95, 1.65, 1.27)
H (0.41, -2.03, 1.73)
H (0.54, -3.19, 0.32)
H (-1.05, -2.47, 1.05)
H (-0.08, 0.67, -0.62)
H (-0.42, 0.12, 2.25)
O (0.91, 2.49, -1.23)
H (1.33, 3.08, -1.87)
H (1.44, 1.67, -1.43)

Computed properties:
Total charge = 0
SMILES = CC(=O)NC=O.O

---

<iv>
Computed, not measured: a cluster of 2 separate species, C3H7NO3 in total, with ωB97M-V/def2-TZVPD.

Element x y z (Å)
C (-0.15, 0.06, 0.40)
C (1.21, -0.41, -0.24)
C (-1.23, -0.90, 0.21)
H (0.61, 1.66, -0.70)
H (-0.08, 1.89, 1.49)
H (0.11, 0.08, 1.44)
H (-2.06, -0.99, 1.08)
H (-0.76, -1.92, -0.03)
H (-2.16, 0.47, -1.07)
H (2.79, -0.01, -0.87)
N (-0.32, 1.43, 0.03)
O (1.86, -1.51, -0.03)
O (-1.88, -0.47, -1.05)
O (2.07, 0.61, -0.66)

Computed properties:
Total charge = 0

---

Which of them is the most stable, and which is the least stable? <iii> and <iv>, in that order.

---

<i>
Computed, not measured: the molecule C4H11N3O, with ωB97M-V/def2-TZVPD.

Element x y z (Å)
C (1.48, 1.66, 0.72)
C (1.12, -0.57, 0.02)
O (1.50, -1.50, -0.99)
N (1.47, 0.73, -0.38)
H (2.09, -0.97, -1.55)
H (1.48, -0.94, 0.99)
H (2.23, 1.40, 1.49)
H (0.51, 1.72, 1.27)
H (1.72, 2.66, 0.36)
C (-1.19, -1.61, 0.70)
N (-2.01, 0.80, -0.89)
C (-0.79, 0.25, -0.90)
N (-0.38, -0.54, 0.11)
H (-2.51, 0.93, -0.03)
H (-2.34, 1.31, -1.69)
H (-0.22, 0.33, -1.81)
H (-0.75, -1.87, 1.66)
H (-1.18, -2.50, 0.06)
H (-2.22, -1.29, 0.86)

Computed properties:
Total charge = 0

---

<ii>
Computed, not measured: the molecule C4H11N3O, with ωB97M-V/def2-TZVPD.

Element x y z (Å)
C (-1.25, -1.50, 0.73)
C (-0.57, -0.16, 0.79)
N (0.15, 0.38, -0.17)
N (0.25, -0.30, -1.40)
C (0.23, 0.68, -2.41)
C (1.44, -1.12, -1.35)
N (-0.75, 0.59, 1.93)
O (0.14, 1.64, 2.10)
H (-1.59, -1.67, -0.29)
H (-0.57, -2.36, 0.96)
H (-1.96, -1.34, 1.57)
H (0.35, 0.17, -3.37)
H (1.12, 1.32, -2.47)
H (-0.72, 1.26, -2.33)
H (1.61, -1.67, -2.29)
H (1.49, -1.95, -0.54)
H (2.40, -0.51, -1.25)
H (-0.70, -0.02, 2.74)
H (0.77, 1.59, 1.32)

Computed properties:
Total charge = 0
SMILES = C/C(=N\N(C)C)NO

---

<iii>
Computed, not measured: a cluster of 2 separate species, C4H11N3O in total, with ωB97M-V/def2-TZVPD.

Element x y z (Å)
C (-1.07, -0.47, -0.64)
C (-0.17, -1.20, 0.46)
C (0.32, -0.27, 1.55)
N (-0.80, 0.07, 2.44)
N (-0.65, 0.83, -1.09)
C (0.72, 0.93, -1.43)
N (1.27, -0.17, -2.00)
O (1.31, 1.96, -1.04)
H (-2.11, -0.58, -0.34)
H (-0.95, -1.18, -1.46)
H (-0.82, -2.00, 0.82)
H (0.66, -1.69, -0.04)
H (0.92, 0.54, 1.13)
H (1.03, -0.90, 2.10)
H (-0.67, 0.86, 3.05)
H (-1.52, 0.34, 1.77)
H (-0.77, 1.57, -0.40)
H (2.28, -0.03, -2.02)
H (1.03, 1.39, -2.84)

Computed properties:
Total charge = 0

---

Which of them is the most stable, and which is the least stable? <i> and <iii>, in that order.